Record 1
Molecular formula: C32H31N4S2SbTb
Method: DFT, the ωB97M-V functional and the def2-TZVPD basis

Calculated values
- LUMO level (alpha / beta) (Eh) = -0.37519 / -0.37343
- E (a.u.) = -3317.11987
- total charge = +3
- spin multiplicity = 7
- highest occupied orbital energy (alpha / beta) (eV) = -15.207 / -15.208
- energy relative to the best compared isomer or geometry (same formula, charge and spin) (eV) = 3.226

The geometry in XYZ format:
```
71
C32H31N4S2SbTb (the ωB97M-V functional and the def2-TZVPD basis)
Tb -1.875 -1.104 -0.797
C -2.781 -5.178 1.011
C -2.098 -3.901 0.842
N -2.661 -2.645 0.801
N -3.643 -2.339 1.629
C -3.782 -0.984 2.028
N -4.727 -0.751 2.926
S -2.962 0.369 1.294
C -0.699 -3.920 0.514
C 0.153 -5.055 0.616
C 1.491 -4.930 0.252
C 1.822 -3.793 -0.487
C 0.994 -2.688 -0.635
N -0.314 -2.814 -0.266
H -2.856 -5.477 2.053
H -2.357 -5.949 0.406
H -3.861 -5.085 0.730
H -4.486 -2.901 1.531
H -5.305 -1.471 3.304
H -4.904 0.186 3.252
H -0.280 -6.004 0.967
H 2.263 -5.681 0.453
H 2.856 -3.653 -0.856
H 1.342 -1.924 -1.298
C -1.590 -1.906 -3.399
C -2.402 -0.812 -3.164
C -3.681 -0.978 -2.618
C -4.255 -2.261 -2.658
C -3.572 -3.270 -3.238
C -2.184 -3.147 -3.453
H -0.587 -1.706 -3.909
H -2.167 0.280 -3.400
H -4.158 -0.229 -2.015
H -5.193 -2.399 -2.123
H -4.090 -4.150 -3.644
H -1.682 -4.074 -3.781
S -0.182 0.872 -1.750
Sb 1.232 1.932 -0.237
C 3.336 1.886 -0.805
C 3.716 2.059 -2.136
C 5.050 2.338 -2.398
C 5.907 2.712 -1.376
C 5.519 2.564 0.002
C 4.212 2.158 0.264
C 1.109 4.048 -0.326
C 0.490 4.581 -1.435
C 0.382 5.983 -1.545
C 0.981 6.879 -0.659
C 1.679 6.317 0.460
C 1.811 4.946 0.508
C 0.990 1.493 1.859
C 1.283 2.359 2.883
C 1.165 1.968 4.209
C 0.601 0.708 4.545
C 0.181 -0.112 3.501
C 0.529 0.214 2.171
H 3.085 1.843 -3.007
H 5.366 2.313 -3.398
H 7.008 2.846 -1.525
H 6.188 2.846 0.855
H 3.788 2.040 1.260
H -0.085 4.005 -2.195
H -0.336 6.319 -2.342
H 0.993 7.930 -0.923
H 2.141 6.985 1.186
H 2.552 4.580 1.170
H 1.463 3.385 2.597
H 1.489 2.585 5.037
H 0.337 0.504 5.570
H -0.221 -1.113 3.729
H 0.476 -0.629 1.385
```

Computed Löwdin charges, given in elementary charges: atom 1 (Tb): 1.310, atom 2 (C): 0.016, atom 3 (C): -0.188, atom 4 (N): -0.139, atom 5 (N): -0.019, atom 6 (C): -0.700, atom 7 (N): 0.166, atom 8 (S): 0.641, atom 9 (C): -0.178, atom 10 (C): 0.056, atom 11 (C): 0.026, atom 12 (C): -0.003, atom 13 (C): -0.089, atom 14 (N): -0.057, atom 15 (H): 0.127, atom 16 (H): 0.096, atom 17 (H): 0.120, atom 18 (H): 0.169, atom 19 (H): 0.135, atom 20 (H): 0.134, atom 21 (H): 0.140, atom 22 (H): 0.148, atom 23 (H): 0.145, atom 24 (H): 0.101, atom 25 (C): -0.171, atom 26 (C): -0.322, atom 27 (C): -0.175, atom 28 (C): -0.050, atom 29 (C): -0.025, atom 30 (C): -0.025, atom 31 (H): 0.170, atom 32 (H): 0.125, atom 33 (H): 0.115, atom 34 (H): 0.140, atom 35 (H): 0.150, atom 36 (H): 0.148, atom 37 (S): 0.061, atom 38 (Sb): 1.351, atom 39 (C): -0.330, atom 40 (C): -0.117, atom 41 (C): -0.070, atom 42 (C): -0.032, atom 43 (C): -0.039, atom 44 (C): -0.142, atom 45 (C): -0.347, atom 46 (C): -0.150, atom 47 (C): -0.074, atom 48 (C): -0.026, atom 49 (C): -0.034, atom 50 (C): -0.130, atom 51 (C): -0.351, atom 52 (C): -0.106, atom 53 (C): -0.022, atom 54 (C): -0.034, atom 55 (C): -0.092, atom 56 (C): -0.186, atom 57 (H): 0.111, atom 58 (H): 0.101, atom 59 (H): 0.133, atom 60 (H): 0.132, atom 61 (H): 0.087, atom 62 (H): 0.095, atom 63 (H): 0.130, atom 64 (H): 0.117, atom 65 (H): 0.122, atom 66 (H): 0.083, atom 67 (H): 0.091, atom 68 (H): 0.122, atom 69 (H): 0.116, atom 70 (H): 0.111, atom 71 (H): 0.082

Record 2
Molecular formula: C32H31NO2P2ReS2
Method: DFT, the ωB97M-V functional and the def2-TZVPD basis

Calculated values
- LUMO level (alpha / beta) (Eh) = 0.09965 / 0.09966
- E (a.u.) = -3000.72778
- total charge = -1
- highest occupied orbital energy (alpha / beta) (eV) = -3.776 / -3.776
- energy relative to the best compared isomer or geometry (same formula, charge and spin) (eV) = 1.582

The geometry in XYZ format:
```
71
C32H31NO2P2ReS2 (the ωB97M-V functional and the def2-TZVPD basis)
Re -0.138 -0.264 0.082
C 4.797 -5.099 -0.624
C 3.505 -4.321 -0.522
O 3.817 -2.982 -0.136
P 2.680 -2.017 0.561
S 1.413 0.967 -1.376
S 1.014 -2.257 -0.714
O 2.295 -3.024 1.817
C 1.612 -2.384 2.898
C 2.373 -2.613 4.183
H 4.612 -6.099 -1.023
H 5.268 -5.199 0.354
H 5.497 -4.591 -1.289
H 2.832 -4.772 0.211
H 2.985 -4.295 -1.485
H 0.602 -2.801 2.955
H 1.498 -1.312 2.697
H 2.474 -3.681 4.384
H 1.853 -2.150 5.023
H 3.373 -2.179 4.118
C 3.751 5.762 -0.434
C 3.134 5.102 -1.489
C 2.340 3.991 -1.249
C 2.132 3.513 0.042
C 2.755 4.188 1.089
C 3.558 5.300 0.858
P 0.939 2.041 0.312
C 1.548 1.645 1.988
C 0.736 1.834 3.102
C 1.199 1.534 4.372
C 2.485 1.028 4.545
C 3.298 0.837 3.438
C 2.837 1.154 2.167
C -0.585 3.055 0.325
C -0.630 4.365 0.724
C -1.833 5.101 0.626
C -2.938 4.530 0.064
C -2.913 3.186 -0.382
C -4.044 2.577 -0.986
C -3.985 1.268 -1.361
C -2.818 0.500 -1.114
C -1.692 1.028 -0.527
C -1.741 2.420 -0.198
H 4.380 6.624 -0.619
H 3.274 5.448 -2.506
H 1.870 3.481 -2.082
H 2.617 3.852 2.109
H 4.031 5.798 1.695
H -0.269 2.218 2.966
H 0.555 1.689 5.229
H 2.845 0.782 5.536
H 4.295 0.432 3.560
H 3.481 0.999 1.309
H 0.256 4.863 1.096
H -1.858 6.128 0.969
H -3.856 5.097 -0.050
H -4.942 3.166 -1.135
H -4.843 0.797 -1.824
H -2.832 -0.553 -1.375
N -1.086 -0.702 1.454
C -2.092 -0.909 2.384
C -3.099 -1.825 2.083
C -4.136 -2.036 2.979
C -4.179 -1.343 4.181
C -3.173 -0.434 4.485
C -2.133 -0.218 3.595
H -3.051 -2.357 1.142
H -4.914 -2.747 2.731
H -4.992 -1.510 4.877
H -3.195 0.112 5.420
H -1.342 0.478 3.826
```

Computed Löwdin charges, given in elementary charges: atom 1 (Re): 0.758, atom 2 (C): -0.092, atom 3 (C): -0.363, atom 4 (O): -0.426, atom 5 (P): 0.539, atom 6 (S): 0.232, atom 7 (S): 0.093, atom 8 (O): -0.422, atom 9 (C): -0.355, atom 10 (C): -0.085, atom 11 (H): 0.068, atom 12 (H): 0.072, atom 13 (H): 0.072, atom 14 (H): 0.100, atom 15 (H): 0.089, atom 16 (H): 0.111, atom 17 (H): 0.059, atom 18 (H): 0.070, atom 19 (H): 0.070, atom 20 (H): 0.067, atom 21 (C): -0.110, atom 22 (C): -0.095, atom 23 (C): -0.126, atom 24 (C): -0.328, atom 25 (C): -0.104, atom 26 (C): -0.096, atom 27 (P): 0.508, atom 28 (C): -0.380, atom 29 (C): -0.118, atom 30 (C): -0.098, atom 31 (C): -0.108, atom 32 (C): -0.101, atom 33 (C): -0.139, atom 34 (C): -0.269, atom 35 (C): -0.072, atom 36 (C): -0.084, atom 37 (C): -0.045, atom 38 (C): -0.177, atom 39 (C): -0.062, atom 40 (C): -0.096, atom 41 (C): -0.124, atom 42 (C): -0.292, atom 43 (C): -0.197, atom 44 (H): 0.092, atom 45 (H): 0.095, atom 46 (H): 0.062, atom 47 (H): 0.099, atom 48 (H): 0.095, atom 49 (H): 0.102, atom 50 (H): 0.098, atom 51 (H): 0.096, atom 52 (H): 0.103, atom 53 (H): 0.096, atom 54 (H): 0.097, atom 55 (H): 0.095, atom 56 (H): 0.104, atom 57 (H): 0.100, atom 58 (H): 0.092, atom 59 (H): 0.080, atom 60 (N): -0.196, atom 61 (C): -0.343, atom 62 (C): -0.035, atom 63 (C): -0.101, atom 64 (C): -0.117, atom 65 (C): -0.098, atom 66 (C): -0.026, atom 67 (H): 0.108, atom 68 (H): 0.095, atom 69 (H): 0.090, atom 70 (H): 0.095, atom 71 (H): 0.075

Record 3
Molecular formula: C32H32B4O43V
Method: DFT, the ωB97M-V functional and the def2-TZVPD basis

Calculated values
- LUMO level (alpha / beta) (Eh) = 0.10126 / 0.10126
- E (a.u.) = -5518.47151
- total charge = -2
- spin multiplicity = 4
- highest occupied orbital energy (alpha / beta) (eV) = -4.661 / -5.637

The geometry in XYZ format:
```
112
C32H32B4O43V (the ωB97M-V functional and the def2-TZVPD basis)
V -0.193 -0.544 0.344
O 2.216 -0.757 -8.303
C 1.496 -0.433 -7.372
O 1.165 -1.187 -6.339
B 0.254 -0.405 -5.454
O 0.012 0.882 -6.103
C 0.827 0.943 -7.195
O 1.000 1.911 -7.908
O 0.723 -0.305 -4.036
C -0.181 -0.837 -3.195
O -0.220 -0.801 -1.981
C -1.264 -1.503 -4.110
O -0.935 -1.174 -5.361
O -2.239 -2.138 -3.756
O -4.181 -2.875 -1.636
C -4.480 -1.737 -1.250
O -5.595 -1.063 -1.470
B -5.579 0.239 -0.853
O -4.145 0.420 -0.453
C -3.488 -0.734 -0.603
O -2.332 -0.968 -0.306
O -6.092 1.273 -1.807
C -7.072 1.973 -1.287
O -7.600 2.980 -1.672
C -7.378 1.351 0.083
O -6.548 0.347 0.224
O -8.265 1.736 0.885
O -1.791 -0.364 5.035
C -2.479 0.440 4.375
O -3.533 1.162 4.740
B -4.158 1.725 3.578
O -3.339 1.312 2.389
C -2.320 0.615 2.815
O -1.377 0.154 2.115
O -4.211 3.167 3.818
C -5.452 3.579 3.957
O -5.829 4.760 4.206
C -6.343 2.292 3.806
O -5.533 1.314 3.534
O -7.553 2.313 3.796
O 8.172 2.263 -1.785
C 6.975 2.403 -1.777
O 6.028 1.955 -0.926
B 4.712 2.465 -1.320
O 4.943 3.326 -2.476
C 6.216 3.383 -2.746
O 6.644 4.069 -3.678
O 4.172 3.211 -0.154
C 2.969 2.730 0.157
O 2.177 3.166 1.016
C 2.685 1.524 -0.745
O 3.723 1.402 -1.562
O 1.777 0.693 -0.660
C -3.386 2.128 -3.332
C -2.003 2.557 -3.069
O -1.494 1.805 -1.994
C -1.062 2.316 -0.865
O -0.605 1.662 0.002
O -1.053 3.700 -0.848
C -0.648 4.403 0.344
H -3.658 2.721 -4.206
H -4.026 2.409 -2.495
H -3.388 1.085 -3.649
H -1.866 3.632 -2.956
H -1.402 2.378 -3.961
H -1.322 5.252 0.455
H 0.291 4.949 0.264
H -0.768 3.781 1.231
C 2.633 -3.376 -3.428
C 3.141 -2.588 -2.203
O 3.054 -3.436 -1.031
C 2.099 -3.184 -0.069
O 1.221 -2.305 -0.073
O 2.226 -4.022 1.001
C 3.234 -5.000 1.108
H 2.845 -4.442 -3.338
H 2.844 -3.070 -4.453
H 1.545 -3.341 -3.392
H 2.726 -1.590 -2.066
H 4.199 -2.412 -2.397
H 3.011 -5.798 0.399
H 3.259 -5.324 2.148
H 4.198 -4.579 0.823
C 5.123 1.251 2.556
C 4.587 -0.092 3.217
O 3.398 -0.576 2.547
C 2.225 0.092 2.615
O 1.253 -0.228 1.901
O 2.304 1.169 3.501
C 1.148 1.794 4.017
H 5.996 1.510 3.156
H 4.460 2.113 2.477
H 5.448 1.060 1.533
H 4.383 0.021 4.282
H 5.333 -0.886 3.188
H 1.168 2.803 4.429
H 0.883 1.276 4.939
H 0.278 1.663 3.373
O -0.822 -2.498 1.585
C -0.960 -3.632 2.152
O -0.272 -4.112 3.198
C 0.702 -3.260 3.839
C 1.651 -4.102 4.660
C -1.942 -4.645 1.642
H 0.232 -2.536 4.506
H 1.358 -2.765 3.123
H 2.068 -4.853 3.990
H 1.166 -4.615 5.491
H 2.439 -3.433 5.007
H -2.587 -4.976 2.455
H -1.425 -5.423 1.079
H -2.618 -4.085 0.997
```

Löwdin population analysis, charges in e, atoms 1 to 99: atom 1 (V): 1.006, atom 2 (O): 0.117, atom 3 (C): -0.382, atom 4 (O): 0.218, atom 5 (B): -0.932, atom 6 (O): 0.218, atom 7 (C): -0.334, atom 8 (O): 0.135, atom 9 (O): 0.222, atom 10 (C): -0.302, atom 11 (O): 0.070, atom 12 (C): -0.324, atom 13 (O): 0.242, atom 14 (O): 0.151, atom 15 (O): 0.111, atom 16 (C): -0.328, atom 17 (O): 0.251, atom 18 (B): -0.871, atom 19 (O): 0.227, atom 20 (C): -0.293, atom 21 (O): 0.071, atom 22 (O): 0.205, atom 23 (C): -0.408, atom 24 (O): 0.141, atom 25 (C): -0.335, atom 26 (O): 0.242, atom 27 (O): 0.100, atom 28 (O): 0.088, atom 29 (C): -0.305, atom 30 (O): 0.259, atom 31 (B): -0.922, atom 32 (O): 0.267, atom 33 (C): -0.271, atom 34 (O): 0.007, atom 35 (O): 0.228, atom 36 (C): -0.315, atom 37 (O): 0.068, atom 38 (C): -0.381, atom 39 (O): 0.263, atom 40 (O): 0.143, atom 41 (O): 0.137, atom 42 (C): -0.342, atom 43 (O): 0.206, atom 44 (B): -0.897, atom 45 (O): 0.245, atom 46 (C): -0.364, atom 47 (O): 0.105, atom 48 (O): 0.222, atom 49 (C): -0.325, atom 50 (O): 0.105, atom 51 (C): -0.293, atom 52 (O): 0.248, atom 53 (O): 0.085, atom 54 (C): -0.036, atom 55 (C): -0.224, atom 56 (O): 0.075, atom 57 (C): -0.523, atom 58 (O): 0.091, atom 59 (O): -0.010, atom 60 (C): -0.027, atom 61 (H): 0.094, atom 62 (H): 0.087, atom 63 (H): 0.098, atom 64 (H): 0.129, atom 65 (H): 0.127, atom 66 (H): 0.087, atom 67 (H): 0.086, atom 68 (H): 0.096, atom 69 (C): -0.039, atom 70 (C): -0.162, atom 71 (O): 0.011, atom 72 (C): -0.414, atom 73 (O): 0.053, atom 74 (O): -0.017, atom 75 (C): -0.042, atom 76 (H): 0.074, atom 77 (H): 0.084, atom 78 (H): 0.071, atom 79 (H): 0.115, atom 80 (H): 0.120, atom 81 (H): 0.101, atom 82 (H): 0.083, atom 83 (H): 0.097, atom 84 (C): -0.021, atom 85 (C): -0.158, atom 86 (O): 0.031, atom 87 (C): -0.411, atom 88 (O): 0.026, atom 89 (O): -0.027, atom 90 (C): -0.031, atom 91 (H): 0.076, atom 92 (H): 0.070, atom 93 (H): 0.070, atom 94 (H): 0.112, atom 95 (H): 0.116, atom 96 (H): 0.103, atom 97 (H): 0.091, atom 98 (H): 0.086, atom 99 (O): 0.007